# 1
# C16H24As4F24O12Pt

A structure of composition C16H24As4F24O12Pt in a non-equilibrium geometry (the ωB97M-V functional and the def2-TZVPD basis, OMol25).

```
81
Properties=species:S:1:pos:R:3:forces:R:3
Pt 1.225 0.257 0.470 0.89 2.32 -1.25
As 4.413 -0.336 -2.571 1.15 1.78 -0.02
F 3.739 -1.966 -2.931 0.64 1.22 0.68
F 3.042 0.351 -3.462 0.48 -0.52 0.44
F 4.990 1.372 -2.247 -0.64 -2.98 -0.49
F 5.809 -1.020 -1.651 -1.94 0.56 -0.91
F 5.355 -0.378 -4.040 -0.33 -0.21 0.45
F 3.411 -0.210 -1.075 -0.12 -0.65 -0.07
As 2.361 3.790 -1.175 2.82 2.16 -0.49
F 2.529 3.978 0.609 -0.24 0.11 -2.72
F 0.685 4.159 -1.109 0.06 -0.34 -0.26
F 2.211 3.165 -2.932 -0.52 1.28 1.99
F 4.063 3.473 -1.438 -1.52 0.45 0.81
F 2.058 2.077 -0.787 -0.99 -1.73 0.35
F 2.724 5.544 -1.531 -0.79 -2.10 0.20
As -0.263 3.244 2.952 3.46 3.53 0.15
F -0.627 4.602 4.037 -0.21 -1.75 -0.49
F 1.498 3.683 2.947 -2.43 -0.26 0.55
F 0.410 1.957 1.842 -0.85 -1.01 -1.05
F -1.969 2.706 2.815 1.70 0.07 0.04
F -0.446 4.451 1.593 -0.44 -2.32 1.42
F 0.161 2.095 4.258 -1.44 0.77 -0.98
As 4.662 1.457 2.099 1.94 1.73 0.96
F 3.800 0.865 3.634 0.85 0.77 -2.36
F 4.169 3.175 2.445 0.58 -2.90 -0.27
F 5.375 2.072 0.525 -1.20 -1.43 2.66
F 5.125 -0.231 1.759 -0.91 1.58 0.04
F 3.072 1.214 1.166 -0.79 -0.84 0.25
F 6.156 1.654 3.007 -1.04 -0.05 -0.68
C -2.621 -5.060 0.427 -0.86 1.42 -0.28
C -1.379 -4.855 -0.361 1.12 -2.89 0.12
C -1.457 -4.215 -1.715 0.61 -0.19 -0.76
O -0.975 -2.893 -1.502 -0.09 0.35 1.78
C -0.216 -2.937 -0.356 1.49 0.93 -1.90
O 0.629 -2.081 -0.154 -1.29 -1.06 0.86
O -0.346 -4.128 0.274 0.16 2.37 0.44
H -3.153 -4.124 0.258 -0.73 -0.01 0.60
H -2.487 -5.236 1.495 0.14 -0.08 -0.24
H -3.188 -5.864 -0.042 -0.03 -0.01 0.16
H -0.922 -5.841 -0.439 0.03 -0.16 -0.43
H -2.426 -4.245 -2.214 0.07 0.25 0.18
H -0.677 -4.658 -2.334 -0.37 -0.33 -0.38
C -4.733 1.804 -1.004 0.05 0.84 -1.52
C -4.052 1.768 0.367 -3.46 0.37 -0.77
C -4.649 0.601 1.150 0.98 -0.07 -0.26
O -3.435 -0.142 1.506 -0.44 0.07 0.48
C -2.398 0.382 0.837 0.45 0.86 0.01
O -1.272 -0.032 0.848 -0.10 -0.90 0.32
O -2.739 1.471 0.158 1.88 -0.88 -0.18
H -4.959 0.839 -1.458 0.86 -0.58 0.38
H -4.055 2.335 -1.672 0.14 -0.11 -0.15
H -5.692 2.257 -1.254 -0.18 0.73 1.30
H -4.106 2.687 0.951 -0.10 0.15 -0.27
H -5.226 -0.081 0.526 -0.12 0.16 0.12
H -5.256 1.017 1.954 0.45 -0.73 0.56
C -0.815 -4.355 3.926 0.33 1.46 -0.09
C -0.986 -2.777 4.075 -1.28 -2.71 -0.17
C -0.177 -2.192 5.230 -2.74 -0.36 -1.60
O 0.832 -1.557 4.484 2.64 1.40 -0.30
C 0.545 -1.418 3.167 0.25 0.67 0.71
O 1.180 -0.779 2.314 -0.19 -1.02 2.13
O -0.552 -2.060 2.941 -0.52 -0.35 -1.92
H 0.204 -4.617 4.210 -0.04 -0.11 0.25
H -0.929 -4.755 2.919 -0.28 0.44 -0.04
H -1.548 -4.823 4.583 0.18 -0.07 0.08
H -2.051 -2.549 4.130 0.05 -0.07 0.21
H 0.032 -3.005 5.926 1.19 0.48 -0.08
H -0.905 -1.512 5.672 0.93 0.71 0.53
C 0.222 3.001 -5.210 -0.74 0.29 -0.24
C -0.672 1.850 -4.729 -0.66 0.10 -1.68
C -0.332 0.400 -5.135 1.51 0.00 1.85
O -0.153 -0.202 -3.805 0.22 0.06 1.42
C -0.305 0.734 -2.813 2.82 -1.81 0.93
O 0.016 0.636 -1.609 -1.09 -0.72 -1.88
O -0.692 1.838 -3.318 -1.26 1.83 0.36
H -0.489 3.670 -5.694 0.37 0.18 -0.50
H 1.013 2.710 -5.900 -0.04 -0.08 0.13
H 0.634 3.608 -4.404 0.21 -0.58 0.21
H -1.663 2.048 -5.138 -0.34 0.16 0.67
H 0.631 0.451 -5.644 0.13 -0.53 0.12
H -0.984 -0.317 -5.633 -0.50 0.86 -0.22
```
Positions in Å, forces in eV/Å.

Properties
Largest force on an atom   4.94 eV/Å
Orbital gap (spin up / spin down)   9.332 / 5.110 eV
E_LUMO (spin up / spin down)   0.8855 / -3.3286 eV
⟨S²⟩   3.75
Multiplicity   4
Total charge   -1

Here are the Mulliken charges for atoms 1 to 8, given in e: number 1, Pt, carries 5.45; number 2, As, carries 1.98; number 3, F, carries -0.54; number 4, F, carries -0.48; number 5, F, carries -0.48; number 6, F, carries -0.52; number 7, F, carries -0.51; number 8, F, carries -0.58

=====

# 2
# C16H24B3F12NO11S

A cluster of 5 separate species, C16H24B3F12NO11S in total in a non-equilibrium geometry (the ωB97M-V functional and the def2-TZVPD basis, OMol25).

```
68
Properties=species:S:1:pos:R:3:forces:R:3
C 0.453 1.293 1.044 -0.10 -0.02 0.04
C -0.159 1.324 -0.337 0.10 -0.02 0.10
O -1.536 0.853 -0.307 0.01 0.05 -0.02
C -2.435 1.741 0.062 -0.06 -0.02 -0.01
O -2.254 2.880 0.378 -0.04 0.05 0.06
C -3.852 1.121 -0.010 0.14 0.03 -0.01
F -3.881 -0.113 0.508 0.03 -0.01 0.05
F -4.244 1.038 -1.290 -0.01 -0.01 -0.02
F -4.727 1.870 0.648 -0.04 0.03 0.02
H 0.399 0.290 1.467 0.04 -0.01 -0.01
H 1.502 1.584 0.978 0.00 0.00 0.00
H -0.054 1.986 1.714 0.02 0.03 -0.01
H 0.347 0.636 -1.004 -0.19 -0.04 0.02
H -0.141 2.326 -0.762 -0.06 0.00 -0.01
C 3.696 -3.151 -4.995 0.04 0.03 0.05
C 2.440 -2.436 -4.558 -0.08 -0.02 -0.04
O 2.713 -1.534 -3.450 -0.01 -0.01 -0.04
C 3.204 -0.352 -3.773 0.04 0.12 0.07
O 3.451 0.076 -4.860 -0.01 -0.07 0.01
C 3.393 0.498 -2.492 -0.08 -0.11 -0.02
F 3.943 -0.209 -1.498 0.09 -0.03 0.01
F 2.193 0.927 -2.058 0.17 0.07 -0.14
F 4.154 1.553 -2.732 0.01 0.04 0.00
H 4.144 -3.685 -4.157 -0.01 -0.02 -0.01
H 3.448 -3.872 -5.773 0.01 0.00 0.00
H 4.425 -2.448 -5.397 -0.01 0.00 -0.02
H 1.697 -3.122 -4.161 0.02 0.00 0.03
H 1.997 -1.860 -5.369 0.03 0.03 0.01
C 5.653 -0.288 1.821 0.00 -0.04 0.08
C 5.393 -1.630 1.178 -0.02 0.04 -0.14
O 5.423 -2.697 2.159 -0.03 0.03 -0.01
C 4.309 -2.876 2.846 -0.03 -0.09 0.09
O 3.284 -2.267 2.752 0.05 0.02 -0.02
C 4.475 -4.070 3.818 0.00 0.09 -0.10
F 5.648 -4.030 4.453 0.06 0.01 0.03
F 4.413 -5.218 3.129 0.00 -0.05 -0.03
F 3.506 -4.071 4.722 -0.06 0.00 0.05
H 6.602 -0.296 2.355 0.01 0.02 -0.03
H 5.694 0.480 1.048 0.00 0.00 0.00
H 4.859 -0.033 2.521 -0.02 0.01 -0.02
H 6.173 -1.895 0.468 0.03 -0.03 0.04
H 4.431 -1.653 0.669 -0.02 -0.01 0.04
C -6.396 -1.986 -0.663 -0.10 -0.08 -0.07
C -6.251 -2.456 0.764 0.09 0.09 0.06
O -7.135 -3.575 1.038 0.04 0.02 0.00
C -6.698 -4.762 0.663 -0.05 -0.13 0.00
O -5.664 -5.030 0.126 -0.02 0.06 0.00
C -7.728 -5.850 1.059 0.08 0.10 -0.01
F -8.977 -5.478 0.769 -0.05 0.02 -0.02
F -7.656 -6.076 2.378 0.00 0.00 0.05
F -7.470 -6.986 0.425 0.02 -0.07 -0.03
H -7.432 -1.729 -0.882 0.00 0.02 0.03
H -5.779 -1.104 -0.818 -0.01 0.00 -0.02
H -6.074 -2.758 -1.361 0.03 0.00 0.01
H -6.558 -1.694 1.476 -0.05 -0.01 -0.01
H -5.229 -2.756 0.989 -0.01 -0.05 -0.02
N -1.835 6.343 2.272 0.08 -0.47 -0.74
B -0.465 6.536 1.944 0.56 -0.14 0.39
O 0.308 7.491 2.603 -0.70 0.73 -0.32
B 1.102 8.272 1.798 0.35 -0.50 0.24
O 1.623 7.699 0.648 -0.51 0.66 -0.50
B 0.855 6.713 0.058 0.63 -0.42 0.39
S 0.640 6.659 -1.786 0.15 -0.15 0.00
O 0.174 5.861 0.889 -0.77 0.14 -0.30
H -2.239 5.562 1.765 -0.03 0.05 0.04
H -2.415 7.154 2.098 0.00 0.07 0.64
H 1.284 9.421 2.035 0.24 -0.07 0.14
H 1.662 5.808 -1.961 0.01 0.00 -0.01
```
Positions in Å, forces in eV/Å.

Properties
Largest force on an atom   1.06 eV/Å
Orbital gap   9.771 eV
E_LUMO   0.1202 eV
Multiplicity   1
Total charge   0

Here are the Mulliken charges for atoms 1 to 8, given in e: number 1, C, carries -1.20; number 2, C, carries -0.06; number 3, O, carries -0.33; number 4, C, carries 0.24; number 5, O, carries -0.56; number 6, C, carries 1.12; number 7, F, carries -0.26; number 8, F, carries -0.28

=====

# 3
# C16H24Cl2N2O7PS

A cluster of 2 separate species, C16H24Cl2N2O7PS in total in a non-equilibrium geometry (the ωB97M-V functional and the def2-TZVPD basis, OMol25).

```
53
Properties=species:S:1:pos:R:3:forces:R:3
C 1.284 2.083 3.525 1.79 -0.15 0.96
O 0.389 2.475 2.427 -1.58 -1.83 1.11
C -0.854 1.687 2.404 -0.42 -0.92 0.46
C -0.719 0.282 1.507 -0.30 -1.25 -2.10
C -1.133 0.186 -0.101 1.50 -1.43 3.94
C -1.654 1.563 -0.820 -0.73 -0.54 -0.53
C -0.798 2.039 -2.132 -0.45 0.70 0.20
C 0.826 1.854 -2.015 0.23 0.92 -1.39
C 1.414 1.050 -3.350 0.51 0.35 0.17
O 0.807 1.559 -4.625 -0.57 -1.66 1.12
C -1.009 -1.288 -0.883 1.33 -1.64 5.45
P -1.565 -1.323 -2.705 0.16 0.13 -0.35
C -3.507 -1.169 -2.637 -0.44 0.03 -0.45
O -1.229 -2.828 -3.506 -2.82 0.40 1.24
C -0.426 -2.558 -0.009 -0.73 2.03 -0.18
C -0.236 -4.033 -0.700 -0.93 -0.36 0.65
C 1.163 -4.233 -1.536 1.20 0.53 1.60
C 1.978 -2.844 -1.860 0.39 -0.09 -0.23
Cl 0.912 -5.289 -3.085 0.19 1.11 1.45
C -0.004 -2.464 1.607 0.18 0.70 1.29
N 0.504 -3.590 2.516 -1.78 5.97 -0.94
S 0.698 -2.816 4.107 -1.41 2.18 -4.25
N 0.246 -1.112 3.844 -1.01 -2.75 -5.42
C -0.163 -1.030 2.384 0.52 -1.74 -0.07
H 1.935 3.016 3.850 -1.61 -1.90 -0.86
H 2.043 1.227 3.202 -1.67 1.61 0.37
H 0.751 1.694 4.491 0.59 0.87 -1.95
H -1.776 2.350 2.060 2.26 -1.36 0.36
H -1.149 1.307 3.497 0.82 0.84 -2.27
H -2.761 1.337 -1.207 2.27 0.52 0.87
H -1.749 2.491 -0.114 0.43 -2.24 -0.93
H -1.289 1.528 -3.070 1.43 0.91 1.79
H -1.012 3.206 -2.261 0.37 -2.59 0.29
H 1.301 2.947 -2.092 -1.02 -2.40 0.23
H 1.208 1.413 -1.000 -0.92 0.54 -2.00
H 1.257 -0.109 -3.301 0.37 2.26 0.09
H 2.572 1.327 -3.448 -2.56 -0.86 0.25
H 0.074 0.935 -4.929 1.56 1.14 0.98
H -3.882 -0.685 -1.637 0.75 -1.24 -1.89
H -3.974 -2.218 -2.867 0.62 1.95 0.73
H -3.811 -0.448 -3.523 0.68 -1.49 1.79
H -2.079 -3.389 -3.587 2.00 1.09 0.35
H -0.225 -4.850 0.169 -0.01 1.97 -1.78
H -1.213 -4.293 -1.336 2.43 0.75 1.16
H 1.890 -4.891 -0.855 -1.72 1.40 -1.64
H 3.054 -3.128 -2.289 -2.52 0.60 0.66
H 2.198 -2.185 -0.893 -0.79 -1.68 -1.88
H 1.371 -2.174 -2.612 1.32 -1.44 1.40
O 2.127 5.636 7.136 -0.05 -0.18 -0.29
Cl 1.668 5.077 5.879 -0.27 0.50 0.27
O 1.301 6.152 4.978 0.11 -0.27 0.14
O 0.514 4.232 6.118 0.18 0.01 -0.08
O 2.729 4.289 5.284 0.10 0.04 0.06
```
Positions in Å, forces in eV/Å.

Properties
Largest force on an atom   6.30 eV/Å
Orbital gap   5.924 eV
E_LUMO   0.0488 eV
Multiplicity   1
Total charge   -1

Here are the Mulliken charges for atoms 1 to 8, given in e: number 1, C, carries -0.33; number 2, O, carries -0.36; number 3, C, carries -1.03; number 4, C, carries 0.05; number 5, C, carries -0.15; number 6, C, carries -0.64; number 7, C, carries -0.46; number 8, C, carries -0.44

=====

# 4
# C16H24ClN3O3S

The molecule C16H24ClN3O3S in a non-equilibrium geometry (the ωB97M-V functional and the def2-TZVPD basis, OMol25).

```
48
Properties=species:S:1:pos:R:3:forces:R:3
C 3.228 2.420 1.599 0.12 -0.05 -0.33
C 3.588 1.626 0.347 -0.13 0.24 0.16
N 3.604 0.204 0.622 0.03 0.03 -0.13
C 4.744 -0.224 1.426 0.09 -0.07 0.34
C 5.101 -1.625 0.935 -0.03 0.11 -0.01
C 4.744 -1.553 -0.547 -0.12 0.14 0.07
C 3.488 -0.675 -0.544 -0.29 -0.43 -0.19
C 2.221 -1.534 -0.384 0.26 0.03 -0.30
N 1.067 -0.692 -0.180 0.32 -0.03 0.19
C -0.093 -0.865 -0.830 -0.06 0.26 0.26
O -0.303 -1.743 -1.642 -0.17 -0.23 -0.19
C -1.176 0.111 -0.443 -0.14 0.10 -0.16
C -2.354 -0.388 0.101 0.17 -0.04 -0.02
C -3.394 0.468 0.404 -0.60 -0.30 0.23
S -4.950 -0.217 0.994 -0.08 0.00 -0.12
O -4.676 -1.387 1.769 0.24 -0.14 -0.25
O -5.714 0.844 1.578 0.10 0.21 -0.26
N -5.737 -0.698 -0.394 0.30 0.22 1.01
C -6.138 0.382 -1.259 -0.14 0.41 -0.13
C -5.176 -1.852 -1.051 0.22 -0.40 -0.04
C -3.294 1.826 0.170 0.00 0.14 -0.01
C -2.131 2.340 -0.378 -0.01 -0.08 0.02
C -1.086 1.480 -0.687 -0.25 -0.24 0.18
Cl 0.333 2.130 -1.421 0.14 0.27 -0.18
H 2.287 2.066 2.011 -0.12 -0.04 0.06
H 3.998 2.316 2.358 0.06 0.02 0.13
H 3.126 3.473 1.351 0.01 0.15 0.05
H 2.835 1.817 -0.421 0.10 -0.02 0.03
H 4.562 1.979 -0.039 -0.07 -0.06 -0.04
H 4.478 -0.215 2.486 0.17 0.03 0.00
H 5.599 0.454 1.281 -0.03 0.01 0.01
H 6.148 -1.864 1.107 0.00 -0.05 0.06
H 4.488 -2.373 1.437 0.02 -0.05 0.05
H 4.564 -2.530 -0.991 0.03 -0.06 -0.09
H 5.543 -1.059 -1.102 0.02 -0.02 -0.04
H 3.397 -0.093 -1.467 -0.01 0.01 0.08
H 2.340 -2.198 0.478 0.05 -0.06 -0.08
H 2.036 -2.134 -1.277 0.03 0.00 0.10
H 1.195 0.053 0.489 -0.16 0.00 0.00
H -2.453 -1.443 0.299 0.05 -0.16 -0.02
H -6.948 0.044 -1.906 0.02 0.00 0.01
H -5.310 0.743 -1.884 -0.02 -0.01 -0.03
H -6.497 1.188 -0.625 -0.11 0.12 -0.21
H -4.306 -1.599 -1.670 -0.01 -0.01 -0.04
H -4.882 -2.554 -0.275 0.02 -0.19 -0.17
H -5.938 -2.311 -1.680 0.01 0.02 0.01
H -4.124 2.464 0.429 -0.06 0.15 0.01
H -2.032 3.396 -0.575 0.02 0.07 -0.02
```
Positions in Å, forces in eV/Å.

Properties
Largest force on an atom   1.08 eV/Å
Orbital gap   9.175 eV
E_LUMO   0.4160 eV
Multiplicity   1
Total charge   0

Here are the Mulliken charges for atoms 1 to 8, given in e: number 1, C, carries -1.37; number 2, C, carries -0.33; number 3, N, carries 0.14; number 4, C, carries -0.78; number 5, C, carries -0.69; number 6, C, carries -0.82; number 7, C, carries 0.31; number 8, C, carries -1.23

=====

# 5
# C16H24FeN5O3

A structure of composition C16H24FeN5O3 (the ωB97M-V functional and the def2-TZVPD basis, OMol25).

```
49
Properties=species:S:1:pos:R:3:forces:R:3
Fe -0.255 1.239 0.094 -0.03 -0.07 0.12
N -1.690 2.579 1.234 -0.02 0.09 0.01
C -2.355 3.467 0.268 0.02 -0.05 -0.04
C -2.471 2.813 -1.121 0.06 0.02 0.04
O -3.357 3.213 -1.887 -0.03 0.02 -0.01
N -1.562 1.872 -1.329 -0.03 0.04 0.07
C -1.639 1.077 -2.530 0.01 -0.06 0.00
C -0.980 -0.287 -2.286 0.05 0.09 0.05
O -1.165 -1.205 -3.088 -0.01 -0.02 -0.03
O -0.276 -0.390 -1.212 -0.03 -0.06 -0.07
H -2.340 1.909 1.630 0.02 -0.03 -0.02
H -1.278 3.088 2.007 0.01 0.02 -0.02
H -1.752 4.370 0.162 -0.01 0.00 -0.01
H -3.357 3.771 0.575 -0.01 -0.01 0.00
H -1.122 1.548 -3.375 0.00 -0.01 -0.01
H -2.671 0.920 -2.852 0.01 -0.01 0.00
C 2.397 -0.556 1.031 -0.02 -0.01 0.02
C 2.586 0.925 1.098 -0.03 0.02 0.02
C 3.708 1.636 1.458 0.05 0.00 -0.05
C 3.375 3.012 1.325 0.00 0.01 0.07
C 2.064 3.058 0.908 -0.05 0.03 -0.05
C 1.230 4.261 0.600 0.00 -0.02 0.00
N 1.569 1.786 0.767 0.05 -0.02 -0.02
H 3.363 -1.062 1.075 0.00 0.00 0.00
H 1.898 -0.845 0.102 -0.01 0.01 -0.02
H 1.786 -0.927 1.861 -0.01 -0.01 0.01
H 4.656 1.215 1.758 0.00 -0.01 -0.01
H 4.016 3.864 1.500 -0.01 0.00 0.01
H 1.861 5.149 0.545 0.00 0.01 0.00
H 0.469 4.453 1.365 0.01 0.00 0.00
H 0.711 4.156 -0.357 0.00 0.00 0.00
N -1.099 -0.391 1.713 -0.02 -0.09 0.00
C -1.055 -1.478 1.300 0.04 0.13 -0.18
N -1.035 -2.699 0.828 0.04 -0.01 0.08
C -1.838 -3.038 -0.363 -0.06 -0.02 0.04
C -1.080 -4.034 -1.237 0.02 0.00 -0.01
C 0.400 -3.666 -1.276 0.00 -0.03 0.02
C 1.045 -3.845 0.106 -0.01 -0.02 0.00
C 0.021 -3.631 1.227 -0.02 -0.01 0.02
H -1.996 -2.126 -0.929 0.00 0.03 -0.03
H -2.806 -3.439 -0.045 0.02 -0.01 0.00
H -1.508 -3.979 -2.238 0.01 -0.01 0.00
H -1.215 -5.057 -0.867 -0.01 0.00 -0.01
H 0.468 -2.625 -1.590 0.01 0.02 -0.01
H 0.925 -4.271 -2.017 0.00 0.01 0.00
H 1.873 -3.147 0.223 0.01 0.01 0.00
H 1.455 -4.854 0.218 -0.01 0.01 0.00
H 0.487 -3.247 2.133 0.00 0.00 0.00
H -0.463 -4.577 1.485 -0.01 0.00 0.01
```
Positions in Å, forces in eV/Å.

Properties
Largest force on an atom   0.23 eV/Å
Orbital gap (spin up / spin down)   7.000 / 6.980 eV
E_LUMO (spin up / spin down)   2.8378 / 2.8333 eV
⟨S²⟩   6.01
Multiplicity   5
Total charge   -1

Here are the Mulliken charges for atoms 1 to 8, given in e: number 1, Fe, carries 0.37; number 2, N, carries -0.36; number 3, C, carries -0.43; number 4, C, carries 0.49; number 5, O, carries -0.79; number 6, N, carries 0.10; number 7, C, carries -0.60; number 8, C, carries 0.33